The following is a quantum chemistry calculation of a structure of composition C31H46HfN3O3SSe2 in a non-equilibrium geometry, from the OMol25 dataset.

Charge ... +3
E_tot ... -186320.4223 eV
Highest occupied orbital energy ... -16.0 eV

```
87
C31H46HfN3O3SSe2 | the OMol25 dataset | the ωB97M-V functional and the def2-TZVPD basis
Hf 0.074 0.491 0.451
C 2.864 -1.360 1.941
C 1.755 -0.402 2.282
C 1.976 0.994 2.241
C 3.396 1.488 2.134
C 0.904 1.877 2.507
C 1.089 3.375 2.481
C -0.333 1.354 2.975
C -1.374 2.312 3.481
C -0.517 -0.038 3.112
C -1.790 -0.544 3.726
C 0.526 -0.921 2.745
C 0.427 -2.406 2.916
H 2.503 -2.166 1.303
H 3.253 -1.823 2.851
H 3.697 -0.870 1.448
H 3.473 2.559 2.280
H 3.882 1.242 1.193
H 3.969 1.006 2.929
H 1.979 3.672 1.944
H 1.145 3.756 3.504
H 0.248 3.875 2.001
H -1.427 3.224 2.895
H -1.097 2.607 4.497
H -2.368 1.881 3.529
H -1.962 -1.596 3.540
H -2.662 -0.007 3.361
H -1.745 -0.389 4.807
H -0.535 -2.740 3.281
H 1.187 -2.729 3.631
H 0.638 -2.917 1.978
C -3.521 -6.687 -2.703
C -2.886 -5.433 -2.186
C -2.881 -4.270 -2.956
C -2.316 -3.101 -2.481
C -1.748 -3.116 -1.206
C -1.739 -4.264 -0.403
C -2.308 -5.411 -0.908
S -1.056 -1.687 -0.598
O 0.356 -1.833 -0.155
O -1.115 -0.580 -1.572
N -1.664 -1.114 0.759
C -2.705 -0.168 0.689
C -4.058 -0.451 0.741
C -4.932 0.622 0.781
C -4.426 1.923 0.786
C -3.065 2.115 0.723
N -2.211 1.075 0.664
H -3.564 -6.693 -3.790
H -4.544 -6.764 -2.328
H -2.982 -7.571 -2.366
H -3.323 -4.284 -3.944
H -2.313 -2.200 -3.078
H -1.293 -4.253 0.583
H -2.309 -6.315 -0.313
H -4.392 -1.479 0.765
H -6.001 0.454 0.822
H -5.085 2.778 0.834
H -2.636 3.106 0.707
C 3.736 4.986 -0.340
Se 3.006 3.222 -0.698
C 1.982 3.674 -2.281
C 0.594 4.167 -1.934
Se -0.666 2.799 -1.344
C -0.920 1.948 -3.071
H 4.365 5.286 -1.173
H 4.342 4.906 0.560
H 2.935 5.702 -0.177
H 1.949 2.796 -2.926
H 2.536 4.446 -2.814
H 0.085 4.606 -2.794
H 0.608 4.909 -1.138
H -1.149 2.744 -3.774
H -1.760 1.267 -2.991
H -0.026 1.409 -3.370
C 1.851 -1.005 -3.332
N 2.953 -0.583 -2.466
C 4.310 -0.909 -2.935
C 2.783 0.048 -1.349
O 1.646 0.397 -0.883
H 1.969 -0.526 -4.303
H 0.903 -0.736 -2.881
H 1.908 -2.085 -3.462
H 4.395 -1.989 -3.040
H 5.045 -0.548 -2.221
H 4.476 -0.434 -3.900
H 3.684 0.301 -0.797
```

The following is a quantum chemistry calculation of a structure of composition C31H46KO6PS6, from the OMol25 dataset.

Charge ... -2
E_tot ... -135809.2683 eV
Highest occupied orbital energy ... -2.2 eV

```
91
C31H46KO6PS6 | the OMol25 dataset | the ωB97M-V functional and the def2-TZVPD basis
K -1.264 -0.095 -0.075
C -1.188 -7.270 3.799
C -1.182 -6.263 2.678
C -0.192 -5.295 2.584
C -0.190 -4.371 1.543
C -1.184 -4.409 0.582
C -2.181 -5.375 0.661
C -2.178 -6.290 1.699
S -1.210 -3.222 -0.757
O -0.053 -2.365 -0.504
O -1.144 -4.012 -1.967
O -2.472 -2.500 -0.579
H -0.371 -7.083 4.496
H -1.077 -8.287 3.418
H -2.125 -7.232 4.360
H 0.593 -5.260 3.332
H 0.580 -3.614 1.460
H -2.955 -5.397 -0.097
H -2.960 -7.040 1.756
C 5.010 2.989 -1.208
S 6.360 2.677 -2.374
C 6.731 1.022 -1.959
C 5.916 -0.050 -2.193
S 4.372 -0.139 -2.892
S 6.590 -1.550 -1.531
C 8.052 -0.951 -0.848
S 9.170 -1.894 -0.049
S 8.206 0.737 -1.061
H 4.619 3.986 -1.417
H 5.374 2.945 -0.180
H 4.224 2.250 -1.370
O -0.153 0.088 2.236
P 1.056 0.296 3.093
C 1.321 2.121 3.225
C 0.767 2.886 2.010
C 1.798 3.129 0.920
C 2.990 3.894 1.487
C 3.636 3.123 2.637
C 2.635 2.740 3.732
C 2.335 -0.911 2.544
C 3.528 -1.211 3.462
C 4.739 -0.321 3.211
C 5.164 -0.396 1.748
C 4.018 -0.028 0.812
C 2.763 -0.855 1.067
C 0.713 -0.333 4.806
C -0.798 -0.388 5.086
C -1.368 0.929 5.603
C -0.632 1.377 6.863
C 0.866 1.530 6.608
C 1.478 0.264 6.004
H 0.579 2.281 4.012
H 0.431 3.864 2.378
H -0.119 2.398 1.608
H 1.322 3.681 0.107
H 2.134 2.176 0.494
H 2.640 4.870 1.848
H 3.736 4.090 0.712
H 4.439 3.713 3.091
H 4.111 2.229 2.233
H 2.358 3.659 4.264
H 3.124 2.102 4.473
H 1.649 -1.767 2.621
H 3.827 -2.246 3.259
H 3.236 -1.182 4.514
H 5.560 -0.632 3.863
H 4.501 0.713 3.481
H 5.497 -1.417 1.527
H 6.025 0.252 1.562
H 4.328 -0.166 -0.224
H 3.789 1.035 0.916
H 2.959 -1.886 0.753
H 1.937 -0.523 0.436
H 1.040 -1.373 4.714
H -0.967 -1.158 5.850
H -1.320 -0.704 4.183
H -2.434 0.807 5.812
H -1.298 1.697 4.827
H -0.788 0.624 7.647
H -1.046 2.316 7.241
H 1.384 1.758 7.544
H 1.035 2.388 5.954
H 1.489 -0.504 6.788
H 2.525 0.445 5.751
C -4.063 3.366 -1.493
O -3.275 2.392 -0.850
C -1.932 2.810 -0.325
O -1.684 3.978 -0.513
H -5.078 2.970 -1.596
H -3.682 3.611 -2.493
H -4.096 4.302 -0.926
```

The following is a quantum chemistry calculation of a structure of composition C31H46N2NdO6P2 in a non-equilibrium geometry, from the OMol25 dataset.

Charge ... +1
2S+1 ... 4
E_tot ... -81999.7712 eV
Highest occupied orbital energy (spin up / spin down) ... -9.9 / -9.9 eV

```
88
C31H46N2NdO6P2 | the OMol25 dataset | the ωB97M-V functional and the def2-TZVPD basis
Nd 1.977 -0.689 0.755
C 0.968 -2.375 2.393
C 0.426 -2.686 1.107
C 2.724 -2.976 1.013
C 2.397 -2.522 2.341
C 1.496 -3.096 0.261
C 0.158 -2.439 3.634
H -0.899 -2.625 3.413
H 0.214 -1.503 4.192
H 0.494 -3.256 4.294
C 3.314 -2.423 3.503
H 2.785 -2.730 4.415
H 3.677 -1.396 3.673
H 4.185 -3.072 3.352
C 4.111 -3.046 0.491
H 4.755 -3.402 1.302
H 4.544 -2.098 0.111
H 4.145 -3.773 -0.324
C 1.294 -3.545 -1.143
H 1.579 -4.599 -1.286
H 1.865 -2.918 -1.844
H 0.228 -3.466 -1.387
C -1.033 -2.809 0.814
H -1.336 -3.873 0.755
H -1.296 -2.326 -0.140
H -1.624 -2.344 1.613
C -2.366 1.901 0.923
C -2.902 0.760 1.377
C -3.828 -0.174 0.681
C -4.008 0.066 -0.845
C -2.898 -0.434 -1.721
C -1.792 0.235 -2.086
C -1.095 1.257 -1.222
C -2.042 2.252 -0.515
H -4.840 -0.088 1.113
H -4.263 1.123 -1.012
H -3.492 -1.205 0.868
H -2.942 2.396 -1.124
H -1.842 2.520 1.662
H -2.619 0.418 2.377
H -1.539 3.234 -0.462
H -0.450 0.771 -0.457
H -1.260 -0.053 -3.007
H -0.398 1.821 -1.868
H -4.926 -0.468 -1.155
H -3.092 -1.426 -2.158
P -1.072 2.539 -4.206
P 0.951 1.278 -6.093
C -1.096 3.208 -5.961
C 0.202 2.884 -6.686
H -1.234 4.298 -5.892
H -1.953 2.781 -6.507
H 0.009 2.805 -7.767
H 0.950 3.675 -6.517
C 2.219 1.341 -7.445
H 2.769 0.394 -7.486
H 2.919 2.152 -7.208
H 1.723 1.544 -8.409
C -0.266 0.206 -7.021
H -0.507 0.650 -8.002
H -1.184 0.082 -6.430
H 0.188 -0.785 -7.162
C -0.644 4.158 -3.438
H -0.602 4.076 -2.348
H -1.378 4.920 -3.727
H 0.349 4.458 -3.797
C -2.914 2.472 -4.061
H -3.368 2.412 -5.055
H -3.277 3.356 -3.528
H -3.184 1.559 -3.519
O -0.431 1.648 3.213
C 0.597 1.018 3.409
O 1.434 0.592 2.472
C 0.934 0.629 4.835
C 2.260 0.451 5.244
C 2.531 0.004 6.556
C 1.510 -0.280 7.464
C 0.188 -0.147 7.039
C -0.112 0.364 5.754
N -0.872 -0.732 7.832
O -0.587 -1.223 8.944
O -2.029 -0.748 7.358
N 3.888 -0.361 6.903
O 4.769 -0.269 6.025
O 4.122 -0.778 8.059
H 3.074 0.611 4.544
H 1.733 -0.657 8.460
H -1.157 0.494 5.475
```

The following is a quantum chemistry calculation of a structure of composition C31H46N9O4P2Rb in a non-equilibrium geometry, from the OMol25 dataset.

Charge ... 0
E_tot ... -73729.6217 eV
Highest occupied orbital energy ... -8.1 eV

```
93
C31H46N9O4P2Rb | the OMol25 dataset | the ωB97M-V functional and the def2-TZVPD basis
Rb 0.908 0.526 -0.868
N -1.608 2.063 -1.358
C -1.331 3.484 -1.574
C 0.150 3.828 -1.520
N 0.867 3.490 -0.292
C 2.203 4.079 -0.281
C 3.338 3.094 -0.019
N 3.446 2.129 -1.108
C 0.129 3.706 0.938
C 0.800 3.122 2.178
N 0.952 1.671 2.087
H -1.219 1.520 -2.135
H -2.611 1.911 -1.401
H -1.873 4.061 -0.820
H -1.687 3.841 -2.550
H 0.222 4.903 -1.766
H 0.661 3.313 -2.344
H 2.259 4.891 0.458
H 2.391 4.544 -1.254
H 3.138 2.533 0.895
H 4.254 3.683 0.141
H 4.185 1.459 -0.937
H 3.636 2.576 -1.998
H -0.843 3.223 0.835
H -0.045 4.782 1.133
H 0.191 3.442 3.037
H 1.786 3.571 2.321
H 0.026 1.249 2.019
H 1.378 1.300 2.928
C -2.679 -1.358 -1.796
P -2.558 -1.111 0.018
C -3.226 -2.751 0.543
C -4.039 -0.041 0.327
C -5.164 -0.162 -0.488
C -6.268 0.660 -0.329
C -6.261 1.626 0.663
C -5.159 1.751 1.494
C -4.043 0.927 1.347
P -2.573 1.081 2.432
C -3.064 2.431 3.584
C -2.872 -0.348 3.564
H -3.563 -1.928 -2.088
H -1.790 -1.894 -2.123
H -2.667 -0.404 -2.320
H -4.195 -2.969 0.092
H -3.318 -2.818 1.626
H -2.509 -3.508 0.217
H -5.178 -0.906 -1.275
H -7.125 0.550 -0.981
H -7.110 2.285 0.791
H -5.176 2.510 2.262
H -4.006 2.245 4.104
H -3.124 3.382 3.053
H -2.270 2.516 4.328
H -3.884 -0.339 3.972
H -2.151 -0.307 4.383
H -2.717 -1.279 3.021
N 3.860 -2.559 1.644
C 4.380 -2.113 0.429
C 5.747 -2.355 0.209
C 6.303 -1.968 -0.989
C 5.495 -1.347 -1.937
C 4.167 -1.143 -1.618
N 3.605 -1.518 -0.459
C 2.598 -2.501 2.215
C 2.415 -3.242 3.399
C 1.194 -3.206 4.026
C 0.172 -2.442 3.469
C 0.447 -1.754 2.305
N 1.630 -1.772 1.680
H 4.525 -3.072 2.198
H 6.346 -2.839 0.971
H 7.352 -2.148 -1.184
H 5.880 -1.029 -2.894
H 3.506 -0.658 -2.333
H 3.231 -3.830 3.802
H 1.034 -3.768 4.937
H -0.806 -2.386 3.925
H -0.318 -1.153 1.823
O 0.927 -4.313 -6.103
C 0.641 -3.102 -5.536
O 0.237 -2.211 -6.221
C 0.683 -3.075 -4.063
C 0.651 -4.137 -3.182
N 0.668 -3.611 -1.947
N 0.733 -2.267 -1.963
C 0.722 -1.922 -3.236
C 0.765 -0.424 -3.547
O 1.902 0.059 -3.673
O -0.335 0.163 -3.454
H 1.337 -4.893 -5.452
H 0.577 -5.202 -3.339
H 0.721 -4.094 -1.067
```

The following is a quantum chemistry calculation of a structure of composition C31H47B2F4NO3PRuSTe in a non-equilibrium geometry, from the OMol25 dataset.

Charge ... +1
E_tot ... -82768.8428 eV
Highest occupied orbital energy ... -11.1 eV

```
92
C31H47B2F4NO3PRuSTe | the OMol25 dataset | the ωB97M-V functional and the def2-TZVPD basis
Ru -0.073 -0.891 0.573
O 1.882 -0.497 1.435
C 2.060 0.350 2.583
C 2.236 1.800 2.176
C 1.158 2.173 1.153
C -0.253 2.021 1.665
C -0.819 3.080 2.364
C -2.156 3.055 2.716
C -2.912 1.964 2.322
C -2.280 0.924 1.673
N -0.972 0.906 1.384
H 2.634 -0.421 0.823
H 2.889 -0.028 3.184
H 1.136 0.220 3.150
H 3.221 1.971 1.736
H 2.178 2.412 3.080
H 1.269 1.522 0.290
H 1.298 3.190 0.786
H -0.202 3.940 2.586
H -2.604 3.881 3.251
H -3.973 1.905 2.516
H -2.839 0.063 1.348
C 1.517 -2.902 4.253
C 1.080 -3.445 2.897
C 2.296 -3.594 1.979
P -0.391 -2.617 2.082
C -1.562 -2.292 3.494
C -1.216 -1.030 4.287
C -3.020 -2.242 3.027
C -1.223 -4.075 1.254
C -1.714 -5.160 2.223
C -0.388 -4.784 0.188
H 2.281 -3.563 4.665
H 0.706 -2.860 4.975
H 1.961 -1.907 4.172
H 0.689 -4.453 3.067
H 2.709 -2.626 1.691
H 2.066 -4.153 1.073
H 3.073 -4.144 2.513
H -1.448 -3.148 4.168
H -1.253 -0.136 3.665
H -0.232 -1.071 4.750
H -1.947 -0.900 5.087
H -3.176 -1.484 2.266
H -3.660 -2.004 3.878
H -3.371 -3.176 2.602
H -2.093 -3.633 0.762
H -0.884 -5.722 2.652
H -2.316 -5.876 1.661
H -2.330 -4.797 3.040
H 0.311 -5.486 0.644
H 0.166 -4.103 -0.448
H -1.053 -5.353 -0.460
Te 1.684 -2.190 -1.458
C 3.551 -1.268 -1.177
C 4.751 -1.921 -1.138
C 5.849 -1.036 -0.963
C 5.470 0.266 -0.868
S 3.770 0.431 -0.999
H 4.854 -2.992 -1.239
H 6.878 -1.358 -0.920
H 6.098 1.134 -0.749
C -2.458 4.387 -5.704
C -1.026 4.525 -5.167
C -0.056 4.472 -6.347
C -0.866 5.886 -4.476
C -0.772 3.400 -4.165
C -1.491 3.383 -2.961
C -1.349 2.391 -2.001
C -0.440 1.400 -2.291
O -0.065 0.277 -1.557
B 0.838 -0.397 -2.368
O 1.081 0.263 -3.526
C 0.268 1.387 -3.477
C 0.128 2.368 -4.433
H -2.674 5.193 -6.407
H -3.193 4.437 -4.901
H -2.591 3.437 -6.222
H -0.246 5.319 -7.006
H -0.183 3.566 -6.940
H 0.984 4.533 -6.021
H -1.021 6.688 -5.199
H 0.136 5.997 -4.057
H -1.588 6.027 -3.672
H -2.208 4.169 -2.770
H -1.938 2.394 -1.094
H 0.697 2.319 -5.349
F -3.241 -2.888 -1.128
B -2.304 -1.989 -1.535
F -1.972 -1.168 -0.279
F -2.721 -1.064 -2.446
F -1.088 -2.580 -1.889
```

Question: The lowest E_tot belongs to which entry?
Answer: C31H46HfN3O3SSe2

Question: charge of number 2 (C31H46KO6PS6)?
Answer: -2